Version A
C18H19F3N6ORuS2Se | the ωB97M-V functional and the def2-TZVPD basis

Geometry as ORCA input:
```
! wB97M-V def2-TZVPD RIJCOSX def2/J DEFGRID3
* xyz -1 2
Ru 0.0319 -0.1363 0.2161
N 0.2255 -0.5998 4.5613
C 0.2036 -0.2493 3.2441
S 0.3917 -1.5175 2.0678
N 0.1141 1.0340 2.9879
N 0.1214 1.2660 1.6410
C -0.1122 2.4732 1.2498
C -0.1222 2.7074 -0.1802
C -0.4213 3.9395 -0.7460
C -0.3537 4.0773 -2.1215
C 0.0408 2.9887 -2.8912
C 0.3197 1.7937 -2.2571
N 0.2229 1.6468 -0.9364
H -0.0224 -1.5518 4.7678
H -0.0935 0.1011 5.2102
H -0.2814 3.2485 1.9854
H -0.7106 4.7606 -0.1034
H -0.6010 5.0213 -2.5896
H 0.1039 3.0430 -3.9681
H 0.6112 0.9148 -2.8147
F 5.5297 -3.5648 -1.4695
C 4.1895 -3.5522 -1.2033
F 3.6020 -4.0962 -2.2815
F 4.0201 -4.3961 -0.1719
C 3.7213 -2.1522 -0.9078
C 4.6358 -1.1374 -0.9621
C 4.2483 0.1742 -0.6750
C 2.9370 0.3803 -0.3436
N 2.0116 -0.5884 -0.2998
C 2.3410 -1.9025 -0.5831
S 1.1595 -3.0910 -0.5247
H 5.6626 -1.3553 -1.2202
H 4.9476 0.9977 -0.7004
H 2.5821 1.3729 -0.0946
Se -1.9452 -1.0065 -4.3733
C -1.1157 -0.9436 -2.7960
N -0.6003 -0.8597 -1.7569
C -3.0973 -0.8610 2.1836
C -3.0288 -0.4594 0.7054
C -4.2203 0.4420 0.3793
C -3.1095 -1.7202 -0.1558
O -1.8815 0.3320 0.4949
H -4.0422 -1.3659 2.4076
H -3.0177 0.0331 2.8077
H -2.2757 -1.5369 2.4300
H -5.1673 -0.0851 0.5242
H -4.1514 0.7684 -0.6604
H -4.2006 1.3245 1.0241
H -4.0254 -2.2722 0.0821
H -2.2523 -2.3703 0.0304
H -3.1253 -1.4694 -1.2124
*
```

Computed properties:
Kohn-Sham gap (alpha / beta): 6.158 / 6.133 eV
Lowest unoccupied orbital energy (alpha / beta): 1.788 / 1.781 eV

Want to see where the charge sits? The natural (NBO) charges in e are:
1 Ru 0.8462
2 N -0.7951
3 C 0.2798
4 S -0.0325
5 N -0.4367
6 N -0.0975
7 C 0.0161
8 C 0.1835
9 C -0.2359
10 C -0.1510
11 C -0.2578
12 C 0.1056
13 N -0.4050
14 H 0.3963
15 H 0.3905
16 H 0.2062
17 H 0.2185
18 H 0.2147
19 H 0.2310
20 H 0.2449
21 F -0.3526
22 C 0.9879
23 F -0.3171
24 F -0.3189
25 C -0.2320
26 C -0.1184
27 C -0.3488
28 C 0.0848
29 N -0.4966
30 C 0.0835
31 S -0.2131
32 H 0.2230
33 H 0.2127
34 H 0.1954
35 Se -0.3337
36 C 0.1545
37 N -0.5889
38 C -0.6342
39 C 0.2529
40 C -0.6092
41 C -0.6385
42 O -0.7580
43 H 0.1905
44 H 0.1986
45 H 0.2172
46 H 0.1896
47 H 0.2141
48 H 0.1961
49 H 0.1906
50 H 0.2224
51 H 0.2244

=====

Version B
C18H19F3N6ORuS2Se | the ωB97M-V functional and the def2-TZVPD basis

Geometry as ORCA input:
```
! wB97M-V def2-TZVPD RIJCOSX def2/J DEFGRID3
* xyz -1 2
Ru 0.0705 -0.6526 0.0594
N -0.5502 -2.8239 3.7611
C -0.0731 -2.0554 2.7334
S -0.0817 -2.7386 1.1474
N 0.3498 -0.8688 3.0512
N 0.8543 -0.1460 1.9729
C 1.6074 0.8170 2.3360
C 2.3953 1.6751 1.4478
C 2.5244 3.0245 1.7732
C 3.2359 3.8495 0.9232
C 3.8209 3.2998 -0.2050
C 3.6859 1.9327 -0.4155
N 2.9995 1.1352 0.3897
H -0.6875 -3.8007 3.5779
H -0.2731 -2.5505 4.6884
H 1.6695 1.0166 3.4047
H 2.0372 3.4173 2.6575
H 3.3266 4.9082 1.1335
H 4.3740 3.9078 -0.9079
H 4.1205 1.4559 -1.2856
F 2.8099 -1.9157 -4.3772
C 1.8465 -2.8383 -4.2683
F 1.6067 -3.2989 -5.5208
F 2.3693 -3.8751 -3.5820
C 0.5990 -2.3105 -3.6294
C -0.6071 -2.3297 -4.3025
C -1.7615 -1.8372 -3.7027
C -1.6706 -1.3382 -2.4174
N -0.5129 -1.3381 -1.7718
C 0.6363 -1.7843 -2.3263
S 1.9321 -1.5300 -1.2223
H -0.6445 -2.7255 -5.3083
H -2.7062 -1.8358 -4.2264
H -2.5019 -0.9247 -1.8602
Se 0.0425 1.7229 -0.9873
C 1.2083 1.6268 -2.4061
N 1.9200 1.5744 -3.3162
C -1.7910 1.5553 2.1769
C -2.5878 0.5111 1.3901
C -3.6682 1.2301 0.5698
C -3.2524 -0.4638 2.3653
O -1.8252 -0.2171 0.4678
H -2.4778 2.2103 2.7216
H -1.1954 2.1752 1.5036
H -1.1328 1.0801 2.9026
H -4.3680 1.7763 1.2082
H -4.2285 0.4955 -0.0128
H -3.1924 1.9300 -0.1203
H -3.9463 0.0597 3.0298
H -2.5012 -0.9678 2.9751
H -3.8050 -1.2201 1.8043
*
```

Computed properties:
Kohn-Sham gap (alpha / beta): 7.461 / 7.147 eV
Lowest unoccupied orbital energy (alpha / beta): 2.759 / 2.564 eV

Want to see where the charge sits? The natural (NBO) charges in e are:
1 Ru 0.5894
2 N -0.8091
3 C 0.2776
4 S -0.1028
5 N -0.4590
6 N -0.1951
7 C 0.0814
8 C 0.1538
9 C -0.2342
10 C -0.1763
11 C -0.2541
12 C 0.0598
13 N -0.3986
14 H 0.3927
15 H 0.3884
16 H 0.1861
17 H 0.2104
18 H 0.2067
19 H 0.2149
20 H 0.2124
21 F -0.3092
22 C 0.9854
23 F -0.3413
24 F -0.3255
25 C -0.2370
26 C -0.1162
27 C -0.3117
28 C 0.0961
29 N -0.4220
30 C 0.0988
31 S -0.0294
32 H 0.2227
33 H 0.2150
34 H 0.2351
35 Se -0.1382
36 C 0.0483
37 N -0.4640
38 C -0.6439
39 C 0.2531
40 C -0.6152
41 C -0.6212
42 O -0.7561
43 H 0.1943
44 H 0.2122
45 H 0.2171
46 H 0.1855
47 H 0.1998
48 H 0.2155
49 H 0.1861
50 H 0.2158
51 H 0.2054

=====

Relative energy table, unit kJ/mol: version A 54.3; version B 0.0

=====

Version A
C2H12N2O4 | the ωB97M-V functional and the def2-TZVPD basis

Geometry as ORCA input:
```
! wB97M-V def2-TZVPD RIJCOSX def2/J DEFGRID3
* xyz 0 1
C -1.3896 2.6776 2.1394
N -0.5053 2.5490 0.9968
C -0.4018 1.2335 0.4830
N 0.8404 0.9014 -0.0691
O -1.2795 0.4812 0.7344
H -1.1085 1.9898 3.0705
H -2.3991 2.4545 1.8695
H -1.6047 3.7547 2.5621
H 0.2254 3.1756 0.9512
H 1.6000 1.5529 -0.1842
H 1.0194 -0.0640 -0.3924
O -0.1705 -1.7495 -0.2258
H -0.8167 -1.0435 0.1020
H -0.0370 -2.2338 0.6178
O 0.4418 -3.6104 -2.0916
H -0.2834 -3.3011 -1.4763
H 0.0363 -3.9534 -2.8619
O 1.9790 -1.2202 -2.0124
H 2.7063 -1.8908 -2.1038
H 1.1475 -1.7035 -2.1091
*
```

Computed properties:
Kohn-Sham gap: 10.291 eV
Lowest unoccupied orbital energy: 0.735 eV

Want to see where the charge sits? The natural (NBO) charges in e are:
1 C -0.4249
2 N -0.6549
3 C 0.8089
4 N -0.8717
5 O -0.6642
6 H 0.1841
7 H 0.2134
8 H 0.2100
9 H 0.3807
10 H 0.3942
11 H 0.4550
12 O -1.0089
13 H 0.5062
14 H 0.4753
15 O -0.9731
16 H 0.5038
17 H 0.4687
18 O -0.9823
19 H 0.4757
20 H 0.5039

=====

Version B
C2H12N2O4 | the ωB97M-V functional and the def2-TZVPD basis

Geometry as ORCA input:
```
! wB97M-V def2-TZVPD RIJCOSX def2/J DEFGRID3
* xyz 0 1
N 1.6059 0.0745 -1.4605
C 0.5317 -0.8301 -1.9091
N -0.7708 -0.2294 -1.6501
C -1.7445 -0.2045 -2.6136
O -1.5661 -0.5766 -3.7485
H 1.1889 0.9930 -1.3382
H 2.2715 0.2073 -2.2145
H 0.5952 -1.7561 -1.3294
H 0.5569 -1.0623 -2.9689
H -0.9735 0.0125 -0.6944
H -2.6793 0.2079 -2.2025
O -1.7765 -0.4982 3.0021
H -0.8428 -0.4643 2.7490
H -1.8549 -0.9643 3.8267
O 0.4911 2.4692 1.4974
H 1.4085 2.2338 1.6517
H -0.0346 1.8562 2.0200
O 1.0001 -0.1515 2.5680
H 1.0646 -0.5664 1.6998
H 1.5286 -0.7505 3.1152
*
```

Computed properties:
Kohn-Sham gap: 10.114 eV
Lowest unoccupied orbital energy: 0.086 eV

Want to see where the charge sits? The natural (NBO) charges in e are:
1 N -0.8574
2 C -0.0640
3 N -0.6338
4 C 0.5335
5 O -0.6055
6 H 0.3697
7 H 0.3645
8 H 0.1631
9 H 0.2164
10 H 0.3974
11 H 0.1169
12 O -0.9702
13 H 0.4829
14 H 0.4688
15 O -0.9508
16 H 0.4736
17 H 0.4784
18 O -0.9558
19 H 0.4862
20 H 0.4863

=====

Relative energy table, unit kJ/mol: version A 0.0; version B 40.7

=====

Version A
C3H10S2 | the ωB97M-V functional and the def2-TZVPD basis

Geometry as ORCA input:
```
! wB97M-V def2-TZVPD RIJCOSX def2/J DEFGRID3
* xyz 0 1
C 2.5188 4.8362 0.3068
C 1.1108 4.2959 0.5477
C 1.0174 3.4470 1.8141
H 2.7325 5.7232 0.8974
H 2.6563 5.1211 -0.7412
H 3.2848 4.0898 0.5536
H 0.8302 3.7072 -0.3235
H 0.4361 5.1484 0.6183
H 0.0742 3.5117 2.3442
H 1.2521 2.4107 1.5805
H 1.7952 3.6807 2.5503
S -2.1037 -3.7062 -0.4317
S -0.3345 -2.7306 -0.7836
H -1.8014 -4.8792 -1.0127
H -0.6801 -2.0846 -1.8935
*
```

Computed properties:
Kohn-Sham gap: 10.049 eV
Lowest unoccupied orbital energy: 0.354 eV

Want to see where the charge sits? The natural (NBO) charges in e are:
1 C -0.6013
2 C -0.4011
3 C -0.6123
4 H 0.2022
5 H 0.2051
6 H 0.1989
7 H 0.1960
8 H 0.1962
9 H 0.2104
10 H 0.2045
11 H 0.2012
12 S -0.1240
13 S -0.1209
14 H 0.1242
15 H 0.1209

=====

Version B
C3H10S2 | the ωB97M-V functional and the def2-TZVPD basis

Geometry as ORCA input:
```
! wB97M-V def2-TZVPD RIJCOSX def2/J DEFGRID3
* xyz 0 1
C 0.9388 -0.3899 0.1343
S 2.7141 -0.0892 0.2890
C 3.1948 -0.3476 -1.4303
H 0.7620 -1.4616 0.0536
H 0.5350 0.1506 -0.7150
H 0.4269 -0.0457 1.0293
H 4.2580 -0.5810 -1.4668
H 2.6788 -1.2191 -1.8332
H 3.0049 0.5347 -2.0376
C -3.8425 -0.5289 0.2692
S -2.6560 0.8521 0.2683
H -4.1047 -0.6991 -0.7708
H -3.3827 -1.4142 0.6996
H -4.7424 -0.2872 0.8297
H -2.3880 0.8530 1.5844
*
```

Computed properties:
Kohn-Sham gap: 9.185 eV
Lowest unoccupied orbital energy: 0.827 eV

Want to see where the charge sits? The natural (NBO) charges in e are:
1 C -0.7416
2 S 0.1742
3 C -0.7471
4 H 0.2086
5 H 0.2199
6 H 0.2282
7 H 0.2285
8 H 0.2137
9 H 0.2122
10 C -0.7225
11 S -0.0507
12 H 0.2257
13 H 0.2166
14 H 0.2158
15 H 0.1184

=====

Version C
C3H10S2 | the ωB97M-V functional and the def2-TZVPD basis

Geometry as ORCA input:
```
! wB97M-V def2-TZVPD RIJCOSX def2/J DEFGRID3
* xyz 0 1
C 1.1184 -1.9651 -3.9110
S 2.2788 -0.8677 -3.1485
S 2.2456 -1.2734 -1.2008
H 1.5014 -2.9772 -4.0366
H 0.7526 -1.6300 -4.8858
H 0.1571 -2.0532 -3.3913
H 1.1471 -0.7424 -0.6289
C -1.3498 1.6133 3.3910
C -1.0134 1.2483 1.9506
H -1.7711 0.7327 3.8684
H -2.0153 2.4709 3.5087
H -0.4730 1.9466 3.9403
H -1.6731 1.5854 1.1482
H -0.0453 1.7105 1.7169
H -0.8601 0.2013 1.6788
*
```

Computed properties:
Kohn-Sham gap: 9.601 eV
Lowest unoccupied orbital energy: 0.648 eV

Want to see where the charge sits? The natural (NBO) charges in e are:
1 C -0.7946
2 S 0.1275
3 S -0.1389
4 H 0.2210
5 H 0.2395
6 H 0.2307
7 H 0.1153
8 C -0.6165
9 C -0.6226
10 H 0.2073
11 H 0.2101
12 H 0.2068
13 H 0.2079
14 H 0.2030
15 H 0.2036

=====

Version D
C3H10S2 | the ωB97M-V functional and the def2-TZVPD basis

Geometry as ORCA input:
```
! wB97M-V def2-TZVPD RIJCOSX def2/J DEFGRID3
* xyz 0 1
C -2.4053 -1.6239 -0.4690
S -1.2170 -0.8331 0.7655
C -1.7110 0.9392 0.4329
H -3.4260 -1.4932 -0.1407
H -2.0056 -2.6297 -0.5225
H -2.1966 -1.0880 -1.3871
H -0.8563 1.5486 0.7008
H -1.7324 0.9574 -0.6559
H -2.6836 1.1220 0.8663
C 3.3449 0.8054 -0.1559
S 2.8681 -0.6452 0.8014
H 2.5869 1.5772 -0.2778
H 4.1290 1.3464 0.3802
H 3.7877 0.5307 -1.1112
H 1.5173 -0.5139 0.7729
*
```

Computed properties:
Kohn-Sham gap: 9.578 eV
Lowest unoccupied orbital energy: 0.887 eV

Want to see where the charge sits? The natural (NBO) charges in e are:
1 C -0.6935
2 S 0.1081
3 C -0.7114
4 H 0.2156
5 H 0.2292
6 H 0.2083
7 H 0.2285
8 H 0.2082
9 H 0.2198
10 C -0.7497
11 S -0.0598
12 H 0.2248
13 H 0.2187
14 H 0.2148
15 H 0.1387

=====

Relative energy table, unit kJ/mol: version A 0.0; version B 12.4; version C 31.6; version D 44.4

=====

Version A
C3H10S2 | the ωB97M-V functional and the def2-TZVPD basis

Geometry as ORCA input:
```
! wB97M-V def2-TZVPD RIJCOSX def2/J DEFGRID3
* xyz 0 1
C -0.1941 -0.9975 -1.9761
S 0.7345 -2.0692 -0.8333
C -0.5417 -2.9689 0.0557
H -1.0046 -1.5085 -2.4846
H 0.5454 -0.7595 -2.7307
H -0.4722 -0.0985 -1.4463
H -0.8438 -2.4790 0.9843
H -1.4007 -3.1054 -0.6009
H -0.1900 -3.9868 0.2468
C 0.1519 1.5720 0.8189
S -0.0924 3.2356 1.4563
H 1.0883 1.4976 0.2660
H 0.1625 0.8227 1.5867
H -0.6485 1.3279 0.1228
H -1.1287 2.9154 2.2383
*
```

Computed properties:
Kohn-Sham gap: 9.465 eV
Lowest unoccupied orbital energy: 0.839 eV

Want to see where the charge sits? The natural (NBO) charges in e are:
1 C -0.7315
2 S 0.1685
3 C -0.7540
4 H 0.2184
5 H 0.2291
6 H 0.2090
7 H 0.2128
8 H 0.2185
9 H 0.2313
10 C -0.7379
11 S -0.0338
12 H 0.2300
13 H 0.2201
14 H 0.2037
15 H 0.1159

=====

Version B
C3H10S2 | the ωB97M-V functional and the def2-TZVPD basis

Geometry as ORCA input:
```
! wB97M-V def2-TZVPD RIJCOSX def2/J DEFGRID3
* xyz 0 1
C 4.1067 -0.3597 -1.4689
C 4.2875 -1.1668 -2.7241
S 4.6533 -2.9766 -2.1727
H 3.3357 -0.7287 -0.7903
H 5.0304 -0.4341 -0.9038
H 3.7818 0.6761 -1.5972
H 5.0442 -0.8722 -3.4399
H 3.3879 -1.4563 -3.2571
H 3.9054 -3.4499 -3.1641
C -5.3626 3.3942 2.2243
S -5.9628 1.8668 3.1153
H -5.4034 4.2443 2.9116
H -6.0905 3.4687 1.4265
H -4.2909 3.3930 2.0471
H -4.7220 1.8810 3.6761
*
```

Computed properties:
Kohn-Sham gap: 9.954 eV
Lowest unoccupied orbital energy: 0.892 eV

Want to see where the charge sits? The natural (NBO) charges in e are:
1 C -0.6399
2 C -0.4428
3 S -0.1078
4 H 0.2217
5 H 0.2120
6 H 0.2177
7 H 0.2141
8 H 0.2095
9 H 0.1154
10 C -0.7082
11 S -0.0689
12 H 0.2091
13 H 0.2232
14 H 0.2201
15 H 0.1248

=====

Version C
C3H10S2 | the ωB97M-V functional and the def2-TZVPD basis

Geometry as ORCA input:
```
! wB97M-V def2-TZVPD RIJCOSX def2/J DEFGRID3
* xyz 0 1
C 1.4897 -1.1568 -0.3413
C 1.0187 0.3323 -0.3018
C 0.3198 0.6255 1.1035
H 2.2319 -1.3214 0.4546
H 2.1881 -1.3978 -1.2198
H 0.7039 -1.8853 -0.1712
H 0.4140 0.6220 -1.1512
H 1.8475 0.9947 -0.3862
H -0.1517 1.5221 1.2274
H -0.2228 -0.2796 1.2428
H 1.0841 0.5779 1.7666
S -2.3199 -0.6654 -0.6270
S -2.6203 1.3803 -0.6514
H -2.4848 -0.7824 0.7515
H -3.4981 1.4338 -1.6965
*
```

Computed properties:
Kohn-Sham gap: 9.215 eV
Lowest unoccupied orbital energy: 0.342 eV

Want to see where the charge sits? The natural (NBO) charges in e are:
1 C -0.6226
2 C -0.3886
3 C -0.6069
4 H 0.1993
5 H 0.2134
6 H 0.2068
7 H 0.1997
8 H 0.1919
9 H 0.2067
10 H 0.1955
11 H 0.1975
12 S -0.1379
13 S -0.1420
14 H 0.1460
15 H 0.1412

=====

Relative energy table, unit kJ/mol: version A 0.0; version B 59.8; version C 43.1